Formula: C30H37BrCoN7OS
Source: the OMol25 dataset
Level of theory: ωB97M-V with the def2-TZVPD basis set

```
! wB97M-V def2-TZVPD RIJCOSX def2/J DEFGRID3
* xyz -1 4
C -0.8982 -4.0165 2.1924
H -2.4477 -1.8662 -1.2467
C 0.6689 -4.5983 4.4046
C -2.1643 1.7709 4.5167
H 3.3444 0.1000 -4.3032
C 0.1471 -0.3759 -2.1718
C -1.4455 2.7263 -1.6000
H -2.3857 1.2833 5.4524
C -2.4922 3.5419 2.9404
C 0.4847 -1.9370 1.7974
H -1.5267 -2.5353 -3.3690
H -3.0348 -1.6816 -3.7681
H 5.5316 -0.6898 0.6579
N -0.7390 1.9140 2.5732
H -1.1077 2.7463 -4.4513
H 1.1278 -0.4724 -5.3470
N -2.0946 3.3775 -2.6663
C -1.7996 -1.0002 1.6704
C 2.8361 -2.5953 1.3763
H -0.6519 -6.2689 4.7181
C -2.0339 -1.5686 -3.3439
H 2.5569 -3.6329 1.5000
H 0.4202 2.4000 0.1747
C -0.4111 -5.4176 4.0929
N -0.0550 2.8102 -1.7961
N -0.8506 -0.5768 -1.3866
C -1.2032 -0.5833 -4.1529
C 4.5058 -0.9355 0.8943
H -1.6968 0.4012 -4.1669
H -2.0003 -5.7686 2.6984
H 2.6276 1.3829 -2.3817
H -2.9950 4.4385 2.6069
N 0.1091 -0.5228 -3.5523
H 1.7799 -2.8563 3.8878
Co -0.9495 0.4290 0.6440
H -1.5034 -3.8201 1.3179
C -2.1115 -1.0566 -1.9033
H 1.0863 1.0892 -4.5053
H 1.3594 -0.1239 -0.5924
C 2.5247 -0.3104 -3.7094
C 0.9597 -3.5060 3.6222
C 0.7811 3.0319 -0.6436
H 1.0303 3.2837 -3.5412
N -0.4549 -1.0001 1.6663
Br 0.0693 0.0680 4.4998
C -2.9567 2.8384 4.0428
H -2.8506 -0.2489 -1.8291
C -1.1362 3.5787 -3.7262
H -2.3045 -0.5455 2.5295
C 1.1826 0.0020 -4.3598
C 3.5508 0.0659 1.0517
C 4.1308 -2.2662 1.0606
H 1.8116 2.7584 -0.8633
C -1.1037 1.3881 3.7389
C 0.1825 -3.1796 2.4981
H 0.7681 4.0881 -0.3308
H -2.9837 2.9666 -2.9162
H 0.3960 4.6940 -2.6519
H 4.8669 -3.0525 0.9381
C 1.8478 -1.5976 1.5273
H 1.2794 -4.8169 5.2716
C 2.5369 0.2860 -2.3068
C -1.3930 3.0719 2.2522
H 1.5114 0.5306 1.5080
H 3.8485 1.1041 0.9544
H -1.3538 4.5005 -4.2731
H -1.0963 -0.9090 -5.1935
H -0.9596 3.6513 1.4555
H -2.3591 -1.8488 1.2656
C 0.1829 3.6539 -2.9511
H -4.5525 3.8788 4.2477
C -1.1782 -5.1193 2.9766
C 2.2449 -0.2531 1.3414
H 3.3932 -0.0787 -1.7323
S -2.2977 2.0974 -0.3109
H 2.6427 -1.3919 -3.6411
O -4.1005 3.1770 4.7327
N 1.3476 -0.1033 -1.6101
*
```

Output
F_max (eV/A): 1.7
Energy above the lowest of the compared OMol25 structures with the same formula, charge and spin (kcal/mol): 59.7
E (hartree): -5978.81428
Highest occupied orbital energy (spin up / spin down) (eV): -0.90 / -3.24
HOMO-LUMO gap (spin up / spin down) (Ha): 0.130 / 0.216
⟨S²⟩: 3.91

Formula: C5H7N
Source: the OMol25 dataset
Level of theory: ωB97M-V with the def2-TZVPD basis set

```
! wB97M-V def2-TZVPD RIJCOSX def2/J DEFGRID3
* xyz 0 1
C -1.7525 0.1977 0.0891
C 1.9910 0.2272 0.6678
N -1.9542 -0.9453 0.6092
H -2.4982 1.0070 0.0844
C 0.8570 -0.0482 -0.2411
H 2.8333 -0.4490 0.4988
H 0.1211 -1.5373 -1.8434
H 2.3416 1.2514 0.5112
H -2.8867 -1.0342 1.0169
C 0.2698 -0.6989 -1.1835
H 1.6969 0.1451 1.7185
C -0.4927 0.4863 -0.6600
H -0.5263 1.3981 -1.2680
*
```

Output
F_max (eV/A): 0.3
Energy above the lowest of the compared OMol25 structures with the same formula, charge and spin (kcal/mol): 64.7
E (hartree): -249.37017
Highest occupied orbital energy (eV): -9.28
HOMO-LUMO gap (Ha): 0.383
SMILES string: [H]/N=C/[C@@H]1C=C1C

Formula: C21H24Br2N5O2PrS
Source: the OMol25 dataset
Level of theory: ωB97M-V with the def2-TZVPD basis set

```
! wB97M-V def2-TZVPD RIJCOSX def2/J DEFGRID3
* xyz 2 3
C -3.1539 -1.3847 0.1540
C -3.6719 -2.5431 0.7019
C -1.5372 -1.2434 1.7819
C -2.3031 1.8254 -3.0148
O -1.0367 -4.2615 3.4856
C -1.8298 3.0546 -2.2384
H -1.9487 2.7326 -0.2313
N 1.0919 -1.5506 0.1870
H -4.5415 -3.0085 0.2599
C 1.1106 3.5262 -1.4044
H -0.4665 4.6004 -0.4428
N -1.2272 2.6637 -0.9463
Pr -0.2840 0.2975 -0.6393
H -2.5991 2.1327 -4.0217
C -1.9672 -2.4146 2.3722
O 0.7531 1.0888 0.9494
H -0.3613 -2.6762 5.3036
H -1.0913 3.6065 -2.8113
H 1.0541 4.2208 -2.2401
C 1.8191 0.4095 1.3754
H -1.1258 -1.3024 4.6032
H 4.6171 0.8090 3.2754
C 3.8782 0.2919 2.6791
H 0.4586 2.9879 -3.9503
H -1.7993 -0.0825 -3.3698
C 3.9591 -1.0603 2.4937
H 2.1755 -4.7240 0.3043
H 0.4951 -3.2666 -0.7734
C -1.2250 -3.0674 3.5180
H -3.6118 -0.9481 -0.7274
C 2.8205 1.0123 2.1164
H -3.1862 1.4187 -2.5166
S 1.5828 1.9016 -2.1252
N -0.7901 -2.2434 4.4995
H -3.3478 -4.0444 2.2248
C 0.8271 1.9773 -3.8033
Br 2.6953 2.8772 2.3827
H -2.6822 3.7219 -2.1021
C 1.1985 -2.8468 -0.0622
H 3.8356 -3.7184 1.8529
C -3.0366 -3.0983 1.8008
H 1.6473 1.8325 -4.5046
N -1.2869 0.7416 -3.0652
C -0.2380 0.9243 -4.1023
H -0.6959 1.1874 -5.0612
C 3.0213 -1.7333 1.6743
C 2.1536 -3.6686 0.5344
H 0.2540 -0.0413 -4.2328
C 3.0680 -3.1130 1.3902
C -0.1302 3.5611 -0.5044
H 1.9684 3.8177 -0.7995
H -0.7130 -0.6796 2.2060
N -2.0829 -0.7467 0.6526
H 0.1554 3.2410 0.4933
C 1.9734 -0.9812 1.0821
Br 5.3574 -2.0134 3.3363
*
```

Output
F_max (eV/A): 2.2
Energy above the lowest of the compared OMol25 structures with the same formula, charge and spin (kcal/mol): 11.2
E (hartree): -7301.75304
Highest occupied orbital energy (spin up / spin down) (eV): -13.42 / -13.44
HOMO-LUMO gap (spin up / spin down) (Ha): 0.272 / 0.275
⟨S²⟩: 2.00

Formula: C6H4FKO2
Source: the OMol25 dataset
Level of theory: ωB97M-V with the def2-TZVPD basis set

```
! wB97M-V def2-TZVPD RIJCOSX def2/J DEFGRID3
* xyz 0 1
C -13.7120 14.4708 -7.0071
C -11.6370 13.5169 -6.1798
H -10.3181 15.1793 -5.5026
O -10.9720 12.5592 -5.9035
H -13.3153 12.4536 -7.2031
F -15.4356 19.4677 -4.7904
C -11.9905 15.9274 -6.3055
C -13.3029 15.8633 -6.7877
H -11.6299 16.9303 -6.1306
K -14.7629 17.2127 -5.0284
H -14.6737 14.2287 -7.4347
C -12.9365 13.3957 -6.8352
C -11.2343 14.9020 -6.0026
O -13.9858 16.8366 -7.0696
*
```

Output
F_max (eV/A): 3.5
Energy above the lowest of the compared OMol25 structures with the same formula, charge and spin (kcal/mol): 0.0
E (hartree): -1081.24843
Highest occupied orbital energy (eV): -8.26
HOMO-LUMO gap (Ha): 0.191